The following is a quantum chemistry calculation of a 2-piece molecular cluster, C9H21NOSi overall, from OMol25.

For the gap between HOMO and LUMO (alpha / beta), the calculation gives 7.56 / 7.56 eV. The max |F| comes out at 4.9 eV/A. As for the energy: -21085.286 eV. Its multiplicity is 1.

Each line ends with the Mulliken charge.
Positions of all 33 atoms, in Å:
C1 -3.894862 -1.469937 0.473746  -0.623
C2 -4.040096 -0.112866 -0.142729  -0.682
C3 -2.512845 -1.973622 0.084858  -0.380
C4 -2.598880 0.473022 0.043430  -0.489
C5 -1.744287 -0.704899 -0.264213  -0.466
C6 2.881629 3.084902 -0.179645  -1.074
C7 3.452287 -0.345462 -0.033219  -0.887
C8 1.913829 -2.131156 -0.224668  -0.984
C9 1.595370 2.493529 -0.368649  -0.007
N1 2.056857 -0.696259 -0.070433  0.286
O1 1.251733 1.725122 0.729962  -0.233
Si1 0.876225 0.173045 0.778972  0.298
H1 -3.984490 -1.327481 1.661102  0.199
H2 -4.657236 -2.165196 0.179310  0.389
H3 -4.288431 -0.230075 -1.171183  0.320
H4 -4.862737 0.514874 0.314168  0.304
H5 -2.068523 -2.720992 0.847835  0.213
H6 -2.785636 -2.613745 -0.850142  0.198
H7 -2.330965 1.193747 -0.676382  0.403
H8 -2.505760 0.829414 1.190306  0.123
H9 -1.365269 -0.545315 -1.286028  0.242
H10 3.024140 4.060970 -0.738418  0.339
H11 2.991135 3.441113 0.874085  0.285
H12 3.665792 2.323827 -0.319821  0.171
H13 3.957016 -0.430620 -1.029031  0.289
H14 3.795157 0.704686 0.407101  0.212
H15 3.940665 -1.146082 0.554782  0.327
H16 2.571353 -2.812231 0.327157  0.314
H17 0.862574 -2.225512 -0.014760  0.210
H18 2.089079 -2.336026 -1.323588  0.337
H19 1.526711 1.705388 -1.279335  0.250
H20 0.818073 3.272830 -0.565950  0.315
H21 0.370386 -0.008994 2.071376  -0.202

Forces on atoms 1 to 6 (eV/Å):
-0.3 0.3 3.8
-0.2 1.5 1.1
0.0 -2.2 -0.9
-1.2 -0.5 2.9
3.0 0.6 -0.1
3.0 2.3 0.8

=====

The following is a quantum chemistry calculation of a 6-piece molecular cluster, C9H21O15 overall, from OMol25.

For the gap between HOMO and LUMO, the calculation gives 4.39 eV. As for the charge: -3. The max |F| comes out at 7.2 eV/A. As for the energy: -40380.849 eV. Its multiplicity is 1.

Each line ends with the Mulliken charge.
Positions of all 45 atoms, in Å:
O1 -0.148258 -0.481247 -0.139799  -0.374
C1 -0.998590 -0.482830 0.902327  0.472
O2 -0.857441 -1.316344 1.777744  -0.624
O3 -1.915678 0.320283 0.984142  -0.816
H1 0.575011 -1.073414 0.078866  0.149
O4 0.655251 -4.507297 -0.263952  -0.527
C2 1.621782 -4.115473 0.524601  0.611
O5 2.433130 -4.981441 1.021480  -0.893
O6 1.515614 -3.024574 0.947436  -0.517
H2 0.168539 -3.679841 -0.257979  0.363
O7 -0.653615 1.786851 4.968651  -0.460
C3 -0.407855 0.486313 5.002281  0.596
O8 0.652290 0.054339 5.413116  -0.720
O9 -1.078208 -0.369195 4.474344  -0.673
H3 0.178511 2.091990 5.337484  0.276
C4 1.140878 -0.954776 -4.280180  -0.477
C5 1.403926 -1.958045 -3.164400  0.387
O10 0.751456 -3.189124 -3.510215  -0.576
O11 -0.338151 -0.586254 -4.374308  -0.511
H4 1.421403 -1.314364 -5.270181  0.286
H5 1.804689 -0.130230 -4.020226  0.283
H6 0.895100 -1.657502 -2.248506  -0.269
H7 2.453502 -2.103076 -2.908577  0.354
H8 -0.175860 -3.392181 -3.367195  0.308
H9 -0.652967 -0.157576 -3.575099  0.467
C6 -3.413703 2.345859 -1.407242  -0.520
C7 -3.004943 0.988488 -2.208855  -0.466
O12 -1.584370 0.907261 -2.339441  -0.616
O13 -3.450588 2.285062 0.018049  -0.571
H10 -4.428271 2.579305 -1.730153  0.284
H11 -2.832818 3.242856 -1.621886  0.249
H12 -3.429346 1.164308 -3.197324  0.373
H13 -3.480221 0.097404 -1.798738  0.320
H14 -1.229698 0.747132 -1.461851  0.265
H15 -2.778589 1.671925 0.324760  0.609
C8 2.359899 1.302205 1.593707  -0.202
C9 1.235178 2.242654 2.180426  -0.197
O14 1.790395 3.118827 3.115123  -0.527
O15 2.729879 0.299650 2.524735  -0.448
H16 3.172877 1.962169 1.291005  0.383
H17 1.893557 0.750300 0.777610  -0.115
H18 0.348707 1.714947 2.532267  0.225
H19 0.913261 2.723537 1.256728  0.296
H20 1.285718 3.933734 3.062064  0.298
H21 3.458616 0.657386 3.037158  0.248

Forces on atoms 1 to 6 (eV/Å):
1.0 1.3 -2.5
-0.6 -2.6 3.9
1.3 -1.7 -0.2
-2.3 3.9 -2.6
0.2 -0.8 0.6
-2.2 -1.8 -3.0

=====

The following is a quantum chemistry calculation of C9H22Ag2F6NO12S2V as an isolated structure, from OMol25.

For the gap between HOMO and LUMO (alpha / beta), the calculation gives 5.97 / 6.92 eV. As for the charge: +1. As for the expectation value of S²: 3.7532. The max |F| comes out at 4.7 eV/A. As for the energy: -107404.585 eV. Its multiplicity is 4.

Each line ends with the Mulliken spin population.
Positions of all 55 atoms, in Å:
V1 2.262654 0.641531 0.898255  2.944
N1 -0.986423 2.464141 3.286848  0.001
H1 -0.553877 1.924479 2.550795  0.002
H2 -1.408731 1.804301 3.924312  0.000
H3 -1.740883 2.981454 2.858752  0.000
H4 -0.344813 3.002710 3.851107  0.000
Ag1 -0.451524 -2.906603 -0.287121  0.004
Ag2 -1.985519 2.137304 0.238027  0.005
C1 4.534095 -2.841517 -1.618825  -0.001
F1 5.665394 -2.326531 -1.275037  0.000
F2 4.131083 -2.270866 -2.710771  0.000
F3 4.680711 -4.159997 -1.900317  0.000
S1 3.281483 -2.546009 -0.098083  0.009
O1 3.742894 -3.361614 1.042944  0.002
O2 3.326905 -1.091636 0.181251  0.019
O3 1.997693 -3.062633 -0.613031  0.003
C2 3.898068 4.920833 1.367003  0.003
F4 4.394915 4.555391 0.230558  -0.001
F5 4.728303 4.627487 2.383216  0.000
F6 3.762598 6.179025 1.323858  0.000
S2 2.140750 4.099413 1.668419  -0.002
O4 2.286200 2.652500 1.605781  0.018
O5 1.723869 4.548049 2.990179  0.000
O6 1.304363 4.618512 0.563328  0.002
C3 -0.346466 0.020032 0.616248  -0.059
O7 0.554815 -0.817309 0.440731  0.014
O8 0.059790 1.084349 1.137873  0.024
O9 -1.516623 -0.180441 0.328583  -0.004
C4 -5.454912 -1.803404 3.039839  0.000
C5 -4.542204 -1.524925 1.862603  0.000
O10 -3.338415 -1.088193 2.404612  0.000
H5 -6.404664 -2.272797 2.783437  0.000
H6 -5.617798 -0.901921 3.630510  0.000
H7 -5.010881 -2.579054 3.663775  0.000
H8 -5.039139 -0.756176 1.270837  0.000
H9 -4.557262 -2.382821 1.190370  0.000
H10 -2.825984 -0.680668 1.702523  0.001
C6 1.628841 -0.248516 -2.971370  0.004
C7 1.626010 1.220602 -2.465694  0.009
O11 2.427685 1.223972 -1.268030  -0.004
H11 1.690342 -0.926238 -2.119894  0.004
H12 2.494722 -0.450976 -3.601747  -0.001
H13 0.727899 -0.440792 -3.553971  0.000
H14 0.631143 1.560703 -2.178162  -0.005
H15 2.004294 1.887780 -3.240214  0.002
H16 3.332661 1.171953 -1.584119  0.007
C8 -2.009127 -1.859141 -3.327398  0.000
C9 -3.181161 -2.184634 -2.361960  0.000
O12 -2.725606 -2.335993 -1.060480  0.000
H17 -1.487960 -0.905197 -3.246858  0.000
H18 -2.296518 -1.888765 -4.378414  0.000
H19 -1.198320 -2.586792 -3.362333  0.000
H20 -3.715551 -3.090727 -2.647469  0.000
H21 -3.905670 -1.370903 -2.394071  0.000
H22 -2.394147 -1.482733 -0.771206  0.000

Forces on atoms 1 to 6 (eV/Å):
-1.1 -0.4 -1.4
-0.9 -0.4 1.1
1.3 -0.7 -1.1
-0.4 -0.5 0.3
0.0 0.8 0.3
0.6 0.9 -0.3

=====

The following is a quantum chemistry calculation of a 4-piece molecular cluster, C9H22Cl2O5 overall, from OMol25.

For the gap between HOMO and LUMO, the calculation gives 10.08 eV. Its SMILES is C1CCOC1.ClCCl.OCCO.OCCO. The max |F| comes out at 1.1 eV/A. As for the energy: -44970.419 eV. Its multiplicity is 1.

Each line ends with the Mulliken charge.
Positions of all 38 atoms, in Å:
C1 -13.278026 14.323834 0.386254  -0.343
C2 -11.802051 14.702594 0.510334  -0.746
C3 -11.320311 14.015952 1.789570  0.064
O1 -12.521727 13.601445 2.456103  -0.439
C4 -13.654214 14.199916 1.862420  -0.489
H1 -13.382619 13.318558 -0.024460  0.233
H2 -13.780116 15.098198 -0.186879  0.247
H3 -11.750248 15.781261 0.694747  0.319
H4 -11.191628 14.507010 -0.369536  0.353
H5 -10.732368 14.685793 2.422140  -0.008
H6 -10.747336 13.102816 1.617288  0.146
H7 -13.852928 15.163322 2.352548  0.337
H8 -14.505545 13.544820 2.039456  0.340
Cl1 -17.621531 17.152798 1.117937  -0.158
C5 -16.671256 16.550670 -0.251048  0.350
Cl2 -16.241843 17.858884 -1.363404  -0.163
H9 -15.737270 16.152587 0.120999  -0.312
H10 -17.261376 15.823006 -0.791138  0.282
O2 -6.991851 16.872198 6.452248  -0.497
C6 -7.054129 15.476099 6.216732  -0.430
C7 -7.464801 15.152088 4.795220  -0.287
O3 -8.756394 15.706912 4.522444  -0.550
H11 -7.893474 17.179092 6.310634  0.315
H12 -6.035446 15.085001 6.332318  0.308
H13 -7.664731 14.943415 6.952632  0.274
H14 -7.524255 14.062356 4.714691  0.276
H15 -6.720157 15.542402 4.104487  0.288
H16 -9.406012 15.000742 4.490110  0.286
O4 -13.158751 10.529979 1.573779  -0.490
C8 -12.538403 9.346874 1.158060  -0.437
C9 -11.080382 9.575893 0.783828  -0.365
O5 -10.488273 10.470800 1.749118  -0.482
H17 -12.494290 10.991168 2.107396  0.338
H18 -12.594399 8.529910 1.898474  0.270
H19 -13.107329 8.941924 0.314976  0.328
H20 -11.003526 10.088311 -0.175175  0.217
H21 -10.499900 8.654908 0.740337  0.359
H22 -10.128315 9.929432 2.458037  0.267

Forces on atoms 1 to 6 (eV/Å):
0.6 -0.2 0.5
0.3 0.7 0.2
-0.4 -0.5 -0.2
0.3 -0.3 0.5
-0.1 0.3 -0.1
-0.1 0.2 -0.4

=====

The following is a quantum chemistry calculation of an isolated ion of composition C9H22N3 and charge +1, from OMol25.

For the gap between HOMO and LUMO, the calculation gives 10.27 eV. As for the charge: +1. Its SMILES is C=C(CN(C)CCC)[N+](C)(C)N. The max |F| comes out at 4.6 eV/A. As for the energy: -14149.730 eV. Its multiplicity is 1.

Each line ends with the Mulliken charge.
Positions of all 34 atoms, in Å:
C1 2.097296 1.692627 0.472414  -1.150
C2 0.954877 1.024585 0.728722  0.821
C3 -0.462273 1.634532 0.238685  -1.291
N1 -1.208240 0.599084 -0.460428  0.215
C4 -2.723975 0.762621 -0.351998  -1.199
C5 -0.773774 0.473962 -1.897542  -0.807
C6 0.071819 -0.753896 -2.326399  -0.662
C7 -0.785139 -1.973165 -2.429443  -1.176
N2 0.956273 -0.237104 1.484318  0.584
C8 0.111401 -0.078315 2.725251  -0.769
C9 2.253928 -0.700920 1.977036  -1.336
N3 0.288778 -1.313214 0.796528  -0.764
H1 3.117890 1.309114 0.822593  0.250
H2 2.075048 2.517305 -0.164530  0.380
H3 -0.953950 1.781864 1.247252  0.468
H4 -0.452197 2.578309 -0.279357  0.560
H5 -2.967165 0.014380 0.295602  0.419
H6 -2.957541 1.795053 -0.217476  0.386
H7 -3.114670 0.479639 -1.367709  0.346
H8 -0.206069 1.387215 -2.245529  0.291
H9 -1.648416 0.687058 -2.519946  0.652
H10 0.558714 -0.519513 -3.238450  0.520
H11 0.878451 -0.905904 -1.743280  0.233
H12 -1.677209 -2.017608 -1.757658  0.274
H13 -1.169212 -2.260066 -3.412281  0.347
H14 -0.211355 -2.896442 -2.143968  0.306
H15 0.177200 -0.930210 3.467961  0.297
H16 0.267881 0.819905 3.350458  0.377
H17 -0.910984 0.018093 2.357927  0.339
H18 2.272727 -1.565570 2.575655  0.317
H19 2.771304 -0.908335 1.112397  0.584
H20 2.751151 0.007503 2.545138  0.516
H21 1.082307 -1.687271 0.122356  0.369
H22 -0.464876 -0.835314 0.235703  0.302

Forces on atoms 1 to 6 (eV/Å):
0.6 -3.2 1.5
0.6 2.8 -2.0
0.4 -2.7 3.0
-0.6 0.1 -1.7
2.6 0.3 -3.8
1.1 2.0 -0.6

=====

The following is a quantum chemistry calculation of C9H22N4O7Ti as an isolated structure, from OMol25.

For the gap between HOMO and LUMO (alpha / beta), the calculation gives 5.43 / 6.15 eV. As for the charge: +1. As for the expectation value of S²: 1.2456. The max |F| comes out at 8.0 eV/A. As for the energy: -53081.847 eV. Its multiplicity is 2.

Each line ends with the Mulliken spin population.
Positions of all 43 atoms, in Å:
O1 -0.830406 0.143045 -3.848426  0.455
H1 -1.324861 0.795612 -4.382961  -0.019
Ti1 -0.389636 0.089613 -0.790076  0.708
N1 -0.126856 1.540000 0.658404  0.202
N2 1.589016 0.647139 -1.091310  -0.261
N3 -1.401843 -0.986878 0.645291  0.012
N4 0.260102 -1.850550 -1.104196  -0.027
O2 -0.846331 1.763371 1.740870  0.096
O3 -1.962552 -0.464513 1.758873  0.003
O4 1.387381 -2.220707 -1.747875  -0.012
O5 2.549735 -0.014744 -1.681168  -0.238
C1 1.925884 1.810689 -0.460441  0.185
C2 0.968184 2.327309 0.452062  -0.100
C3 -1.359769 -2.333011 0.519577  0.014
C4 -0.430118 -2.811986 -0.448712  0.053
C5 1.148845 3.538300 1.296129  0.012
H2 1.427523 3.257617 2.321895  -0.013
H3 0.224708 4.127922 1.341094  -0.008
H4 1.940236 4.172918 0.882693  -0.002
C6 3.312610 2.298792 -0.648587  -0.015
H5 3.537678 2.428817 -1.713759  0.016
H6 4.030899 1.581805 -0.227793  0.017
H7 3.453341 3.258376 -0.144902  0.000
C7 -2.117115 -3.227574 1.429338  -0.002
C8 -0.117669 -4.252590 -0.616780  0.002
H8 -2.707009 -2.652615 2.145747  0.000
H9 -1.434356 -3.884706 1.983941  0.001
H10 -2.793845 -3.874239 0.855714  0.001
H11 0.619882 -4.405606 -1.405194  0.000
H12 -1.028084 -4.811215 -0.862767  0.002
H13 0.272093 -4.671678 0.319474  0.004
H14 -1.494374 0.504655 1.840181  0.007
H15 1.950524 -1.290868 -1.795946  0.007
C9 -1.519307 0.722467 -2.067017  -0.149
H16 -0.680404 1.457428 -1.898999  0.030
H17 -1.852435 -0.298963 -1.739709  0.019
H18 -2.400999 1.286287 -2.298830  -0.010
O6 -3.063634 3.566531 1.613211  0.002
H19 -3.840564 3.039759 1.856982  0.001
H20 -2.327485 2.902844 1.639538  0.003
O7 1.616149 -0.892700 1.594411  0.003
H21 1.406292 -0.884859 2.543525  0.000
H22 2.428572 -1.431300 1.536510  0.001

Forces on atoms 1 to 6 (eV/Å):
-1.0 0.8 2.3
0.2 -0.2 0.1
5.7 -1.7 5.4
1.2 0.6 -0.1
0.9 1.5 0.7
0.1 -2.9 0.8

=====

energy of number 4 (C9H22Cl2O5)?
-44970.419 eV

=====

What is the multiplicity in the fourth record?
1